Molecular formula: C39H39F13O39
Method: DFT, ωB97M-V/def2-TZVPD

Structure (XYZ):
```
130
Properties=species:S:1:pos:R:3:forces:R:3
C 3.738752 -27.677308 15.310553 0.214 -1.346 -0.379
C 4.636314 -27.735271 16.566383 1.304 1.726 -0.874
O 5.922496 -27.411350 16.042454 -0.546 -0.065 -1.831
C 5.925528 -27.624177 14.611597 -4.610 -0.974 4.654
O 6.863447 -27.700299 13.985948 4.230 0.284 -2.995
O 4.651658 -27.919524 14.223535 0.624 0.849 0.423
F 4.723514 -28.972294 17.092614 -0.465 -0.389 0.123
H 3.172325 -26.778632 15.081239 0.193 0.230 0.525
H 3.091585 -28.552341 15.271687 -0.294 0.171 0.374
H 4.504489 -26.976905 17.346712 -0.651 -0.495 -0.044
C 1.707617 -24.299147 6.671845 -0.716 -1.125 -0.387
C 0.914076 -25.445959 7.478232 0.889 2.610 1.627
O -0.402433 -25.060127 7.334586 0.060 -0.532 -0.695
C -0.524967 -23.774479 6.835161 3.002 -0.859 0.650
O -1.513657 -23.177479 6.884849 -1.991 1.211 -0.318
O 0.702241 -23.316223 6.420082 -1.109 -0.444 0.707
F 1.174428 -25.253699 8.914318 0.055 -0.492 -2.111
H 2.043515 -24.599173 5.670111 0.059 -0.456 0.437
H 2.543721 -23.851876 7.201309 -0.173 -0.150 0.373
H 1.109847 -26.499390 7.271528 -0.115 0.320 -0.083
C -4.027903 -24.686823 12.199475 -0.134 -0.457 1.246
C -4.717844 -25.084126 10.929582 0.324 -1.183 -1.934
O -3.899081 -26.093246 10.375858 0.943 0.849 1.354
C -2.635663 -26.016991 10.991705 -1.948 -0.493 -1.758
O -1.761525 -26.657438 10.519086 0.948 0.335 1.046
O -2.707304 -25.171797 12.032548 1.482 -0.638 -0.553
F -4.679183 -24.022733 10.038492 -0.286 0.188 0.246
H -4.405173 -25.200897 13.094718 -0.325 0.320 -0.402
H -3.937711 -23.623496 12.383934 -0.388 0.143 -0.114
H -5.679581 -25.584863 10.854928 -0.515 0.863 0.765
C -4.688434 -20.337496 9.994666 -1.570 2.257 0.435
C -3.387154 -21.020719 9.955790 2.419 -1.294 1.831
O -2.909405 -21.058802 11.341114 -2.876 0.410 -0.298
C -3.718301 -20.115788 12.025252 -0.395 -1.751 -5.533
O -3.540237 -19.781672 13.084496 1.277 1.570 6.289
O -4.697567 -19.625571 11.235004 0.798 -0.630 0.409
F -2.354627 -20.283951 9.441240 -0.656 0.117 -1.539
H -5.631996 -20.871892 10.008113 0.395 -0.951 -0.444
H -4.791572 -19.521900 9.295380 0.248 -0.217 -0.915
H -3.422821 -22.047499 9.574314 0.358 0.407 -0.257
C -4.382915 -22.948790 16.860730 -0.109 1.887 0.970
C -4.269621 -23.730128 15.592998 0.897 0.511 -3.166
O -3.057174 -23.292714 14.990031 -0.770 0.784 2.030
C -2.624958 -22.047313 15.691978 -2.921 -5.062 -0.266
O -1.724055 -21.502590 15.262715 3.168 2.907 -0.923
O -3.341703 -21.936819 16.783776 0.206 0.242 0.099
F -5.242370 -23.392037 14.612236 -0.246 0.272 1.144
H -4.207459 -23.472619 17.807977 -0.231 -0.193 -0.500
H -5.249793 -22.272812 16.919202 -0.341 -1.101 -0.048
H -4.345246 -24.808879 15.564798 0.331 -0.212 0.777
C -0.398947 -29.442561 9.305611 0.679 -1.211 -0.885
C -1.143952 -29.475689 8.000538 -1.549 0.539 -1.608
O -2.550642 -29.534494 8.375050 2.198 -0.601 0.391
C -2.572001 -30.008317 9.665738 1.549 0.717 -0.398
O -3.539625 -30.259570 10.268188 -1.127 -0.457 0.660
O -1.287955 -30.083136 10.179989 -1.337 0.001 0.224
F -0.842483 -30.575706 7.169574 -0.257 0.979 1.284
H -0.131950 -28.443101 9.623420 -0.194 0.252 0.118
H 0.496137 -30.064604 9.191290 -0.051 0.206 0.204
H -1.037231 -28.581345 7.377452 0.055 -0.283 0.090
C -0.212709 -19.437947 7.511084 -0.476 -0.045 -1.413
C 1.030402 -18.831950 6.870107 1.214 1.036 -0.670
O 1.098058 -19.349861 5.573164 -1.212 -0.562 -0.366
C -0.104875 -19.992613 5.258328 1.649 0.563 3.158
O -0.328882 -20.508443 4.251774 -0.622 -0.847 -2.703
O -0.885751 -20.048040 6.354293 0.090 0.876 0.748
F 2.213193 -19.107278 7.492517 -0.050 -0.974 0.532
H -0.857150 -18.668368 7.946885 0.074 -0.339 -0.071
H -0.021011 -20.258732 8.184589 0.354 0.043 0.427
H 1.133798 -17.751488 6.748767 -0.968 0.160 0.353
C -0.454339 -23.147511 11.123352 -1.293 0.035 1.120
C -0.209477 -22.678690 12.587191 1.148 0.295 -0.193
O 0.916693 -21.843763 12.468348 -0.473 -0.269 -0.953
C 1.212078 -21.634320 11.144608 -1.115 -0.199 1.227
O 1.997481 -20.811068 10.866834 1.055 0.544 -1.408
O 0.414436 -22.377172 10.323762 0.783 0.666 0.477
F 0.220544 -23.755968 13.322481 -0.378 -0.373 0.288
H -1.506817 -22.999156 10.820479 0.682 -0.069 -0.021
H -0.179874 -24.193670 11.107711 0.018 -0.270 -0.352
H -0.923359 -22.112219 13.191385 -0.395 -0.513 -0.435
C -1.081008 -26.905599 16.015482 -0.792 1.185 0.245
C 0.011077 -25.853208 15.919154 -0.063 0.495 -1.499
O 1.058768 -26.341851 16.624002 1.162 -1.805 1.160
C 0.746430 -27.606028 17.157537 -0.680 1.234 -1.945
O 1.468049 -28.279348 17.774796 0.807 -0.434 0.913
O -0.470628 -27.951092 16.690339 0.426 -1.405 0.582
F -0.373038 -24.721077 16.520536 -1.099 1.706 1.191
H -1.546306 -27.199553 15.068493 0.326 -0.138 0.271
H -1.818731 -26.483454 16.714666 -0.217 -0.050 -0.514
H 0.321139 -25.483143 14.947263 0.108 -0.665 -0.470
C 4.929518 -24.103289 13.469190 -0.715 1.779 -0.088
C 5.691849 -23.024693 12.617407 0.085 -1.852 -0.399
O 5.799363 -23.623979 11.320764 -1.624 -0.959 0.675
C 4.911037 -24.724269 11.255901 1.976 3.769 5.887
O 4.699385 -25.313565 10.321918 -1.341 -3.146 -4.912
O 4.378585 -24.962838 12.523763 0.131 -0.552 -2.150
F 6.938459 -22.940165 13.098230 0.801 0.651 0.340
H 4.085444 -23.624567 13.982115 0.369 -0.110 0.257
H 5.555519 -24.670546 14.159009 0.301 0.396 -0.081
H 5.248403 -22.046137 12.461947 -0.049 0.164 0.505
C -0.001919 -17.952276 11.942737 0.255 -0.518 -1.819
C 1.419084 -18.042628 12.469593 -0.433 -0.295 2.245
O 1.396967 -17.008577 13.468702 0.419 -0.310 -1.122
C 0.471132 -16.059247 13.151098 -0.127 -5.068 -2.926
O 0.553634 -14.994876 13.537730 -1.053 4.312 1.275
O -0.460423 -16.661050 12.198822 1.472 2.291 2.265
F 2.345157 -17.858804 11.488848 -0.392 0.555 0.421
H -0.762264 -18.658436 12.246837 0.277 -0.505 0.605
H 0.118290 -18.043761 10.866051 -0.233 -0.131 -0.307
H 1.709493 -18.896075 13.078441 -0.145 -0.421 -0.662
C 1.903106 -19.659100 16.956669 -0.820 -0.153 0.038
C 1.376086 -20.793911 16.109591 3.257 -2.218 -2.001
O 2.635451 -21.554448 15.885245 -0.564 0.691 0.105
C 3.714825 -20.740052 16.120963 -0.832 -1.153 0.126
O 4.833600 -21.014680 15.871718 0.622 -0.218 -0.399
O 3.317044 -19.655889 16.761729 -0.700 1.320 0.215
F 1.034620 -20.397035 14.827810 -0.424 0.328 1.086
H 1.714967 -19.854134 18.020308 -0.167 0.425 -0.307
H 1.424446 -18.768962 16.531931 0.438 0.230 0.652
H 0.750584 -21.622498 16.417756 -0.835 0.726 0.445
C 6.435244 -19.591465 8.606016 0.076 -0.780 1.018
C 4.983037 -19.488985 9.171797 0.554 0.737 1.174
O 4.611696 -18.191404 8.799839 1.325 -0.555 0.032
C 5.753718 -17.454683 8.374189 -1.603 -1.397 0.574
O 5.605862 -16.329649 8.076876 0.978 0.548 -0.240
O 6.845511 -18.265124 8.359682 -1.087 1.541 -0.234
F 5.004198 -19.591316 10.606806 0.374 0.341 -1.429
H 6.539991 -20.151072 7.687029 -0.372 -0.235 -0.248
H 7.162578 -19.979173 9.328568 -0.532 -0.216 0.025
H 4.205056 -20.206486 8.925519 0.266 0.015 -0.563
```
Positions in Å, forces in eV/Å.

HOMO-LUMO gap: 10.83 eV
total charge: 0
max |F|: 7.3 eV Å⁻¹
energy: -5742.23458 hartree
HOMO level: -11.37 eV
ΔE to the lowest compared entry with this formula, charge and spin: 408.9 kJ/mol